No. 1
C3H2BrNOS | ωB97M-V/def2-TZVPD

CARTESIAN COORDINATES (ANGSTROEM)
C (-0.74943, 1.49673, 0.02944)
C (-0.74830, -0.80531, -0.13586)
C (1.39210, 0.06989, 0.09001)
N (-1.25875, 0.31116, 0.00909)
O (-0.89397, -1.97799, 0.40532)
S (0.99367, 1.67280, 0.05884)
Br (3.15406, -0.46146, -0.15720)
H (-1.33353, 2.37721, -0.12481)
H (-0.55585, -2.68303, -0.17483)

Atoms 1-6, force components in eV/Å:
C 0.72 0.55 0.32
C 2.71 0.25 -1.02
C -1.65 -0.29 0.26
N -0.97 -0.17 0.34
O -0.37 -0.39 0.45
S -0.38 -0.89 -0.38

orbital gap (spin up / spin down)	0.2720 / 0.2720	Eh
max |F|	2.907	eV/Å
HOMO (spin up / spin down)	-7.59 / -7.59	eV
net charge	0
LUMO (spin up / spin down)	-0.19 / -0.19	eV


No. 2
C3H2CaFO3 | ωB97M-V/def2-TZVPD

CARTESIAN COORDINATES (ANGSTROEM)
C (-1.13454, 0.65268, 0.17279)
C (-1.10330, -0.85606, 0.09774)
O (0.12308, -1.21711, -0.04514)
C (0.95594, -0.07532, -0.08810)
O (0.21384, 0.99098, 0.10156)
O (2.13280, -0.17414, -0.16966)
Ca (4.17299, 0.56833, -0.32474)
F (-1.87271, 1.25927, -0.70022)
H (-1.90041, -1.48871, -0.31513)
H (-1.58770, 0.34009, 1.27088)

Atoms 1-6, force components in eV/Å:
C -1.73 -4.16 1.24
C 1.09 1.70 -4.39
O 0.00 -0.75 0.79
C -2.16 0.29 1.15
O 1.09 0.15 0.06
O 0.46 0.06 -0.28

orbital gap	0.3700	Eh
max |F|	4.835	eV/Å
HOMO	-25.09	eV
net charge	+3
LUMO	-15.02	eV


No. 3
C3H2CdLiO3 | ωB97M-V/def2-TZVPD

CARTESIAN COORDINATES (ANGSTROEM)
O (-0.44941, -1.71845, -0.81589)
O (0.17971, 0.58979, 1.01855)
C (1.23483, 1.10086, 0.38477)
C (-0.98477, 0.08117, 0.40263)
O (1.41427, 0.90400, -0.81707)
C (-1.28432, -0.71627, -0.65487)
Cd (2.57077, 2.00352, 1.73967)
H (-2.35762, -0.85590, -0.87010)
H (-1.38175, -0.63830, 1.27752)
Li (1.05829, -0.75040, -1.66522)

Atoms 1-6, force components in eV/Å:
O -1.85 3.51 -1.70
O -1.72 -0.65 -0.69
C 0.23 -0.51 -2.18
C 0.61 1.21 6.11
O -0.55 -0.31 0.52
C 1.91 -6.40 -1.04

orbital gap (spin up / spin down)	0.3189 / 0.2093	Eh
max |F|	6.755	eV/Å
HOMO (spin up / spin down)	-13.75 / -11.32	eV
net charge	+1
LUMO (spin up / spin down)	-5.07 / -5.63	eV


No. 4
C3H2CdO3 | ωB97M-V/def2-TZVPD

CARTESIAN COORDINATES (ANGSTROEM)
O (-0.52209, 0.64607, 1.09059)
C (0.07979, -1.06381, 0.18755)
C (1.51166, -1.01233, -0.06528)
O (2.08239, 0.15483, 0.07940)
Cd (1.06670, 1.65942, 0.66275)
H (-0.33661, -2.07542, 0.20095)
C (-0.94226, -0.07992, 0.05407)
O (-1.11042, 0.56665, -1.14089)
H (-1.82916, 1.20449, -1.06914)

Atoms 1-6, force components in eV/Å:
O -6.24 -0.39 -0.05
C 1.38 -6.80 -1.57
C -3.09 4.27 1.04
O 2.99 -5.40 -1.79
Cd 0.94 5.27 0.53
H 0.50 -0.11 -0.17

orbital gap (spin up / spin down)	0.2401 / 0.2147	Eh
max |F|	7.116	eV/Å
HOMO (spin up / spin down)	-7.98 / -7.45	eV
net charge	0
LUMO (spin up / spin down)	-1.45 / -1.61	eV


No. 5
C3H2CeO3 | ωB97M-V/def2-TZVPD

CARTESIAN COORDINATES (ANGSTROEM)
C (-2.44070, 0.38795, -0.02556)
C (-1.66192, -0.59200, -0.42788)
O (-0.56124, -1.10716, -0.35819)
H (-3.07396, -0.56674, 0.43227)
H (-2.70991, 1.22682, -0.66469)
C (1.55682, -0.38612, 0.53655)
O (1.40390, 0.74908, 0.85017)
O (2.40566, -1.20520, 0.39593)
Ce (5.08135, 1.49337, -0.73861)

Atoms 1-6, force components in eV/Å:
C -1.67 -3.70 -0.37
C 5.89 1.75 1.11
O -2.67 -0.50 -0.97
H -0.36 2.82 -0.10
H -0.72 -0.34 0.44
C 4.14 2.12 1.26

orbital gap (spin up / spin down)	0.1572 / 0.1576	Eh
max |F|	6.249	eV/Å
spin multiplicity	3
HOMO (spin up / spin down)	-14.64 / -14.64	eV
net charge	+2
LUMO (spin up / spin down)	-10.36 / -10.35	eV


No. 6
C3H2Cl2O | ωB97M-V/def2-TZVPD

CARTESIAN COORDINATES (ANGSTROEM)
C (0.77276, 0.19436, 0.56361)
C (1.27534, 0.04563, -0.72248)
C (-0.46922, 0.55968, 0.09258)
O (-0.04655, 0.38825, -1.24301)
Cl (-2.09390, 0.45653, 0.53610)
Cl (-2.67178, -1.87264, 0.49644)
H (1.05750, 0.06091, 1.57955)
H (2.17584, 0.16728, -1.30280)

Atoms 1-6, force components in eV/Å:
C 1.67 -0.63 1.69
C -2.81 1.43 1.54
C -0.83 -0.55 -1.74
O -0.18 0.26 -1.36
Cl 1.94 0.79 -0.47
Cl -0.38 -0.85 0.06

orbital gap (spin up / spin down)	0.3052 / 0.2535	Eh
max |F|	3.512	eV/Å
HOMO (spin up / spin down)	-9.76 / -9.15	eV
net charge	0
LUMO (spin up / spin down)	-1.45 / -2.26	eV


No. 7
C3H2Cl2O2 | ωB97M-V/def2-TZVPD

CARTESIAN COORDINATES (ANGSTROEM)
C (1.82298, 0.13287, -0.23805)
C (-0.13918, -0.75952, 0.50308)
C (-1.09547, 0.16877, -0.18728)
O (2.74346, -0.56799, -0.42340)
O (-0.18931, -1.66309, 1.28761)
Cl (-2.71543, -0.57207, -0.53758)
Cl (-1.19609, 1.36953, 1.10402)
H (1.46048, 1.16422, -0.45577)
H (-0.69144, 0.72727, -1.05264)

Atoms 1-6, force components in eV/Å:
C -3.10 -2.22 1.01
C 3.76 -0.67 -0.07
C -1.11 -0.41 0.48
O -0.22 1.22 0.03
O -0.68 1.68 -1.74
Cl 0.86 0.45 -0.07

orbital gap	0.3017	Eh
max |F|	3.942	eV/Å
HOMO	-8.30	eV
net charge	0
LUMO	-0.09	eV


No. 8
C3H2Cl2O4VY | ωB97M-V/def2-TZVPD

CARTESIAN COORDINATES (ANGSTROEM)
Y (-1.46985, -1.22537, -2.86826)
V (-0.35305, 0.93320, 2.03775)
Cl (-0.87225, -2.86818, -1.17260)
Cl (-0.78608, 2.43824, 0.46549)
C (1.28511, 1.73340, 2.31776)
C (0.13422, -2.05641, -4.25741)
C (0.22870, 0.25652, -3.04248)
O (2.23829, 2.39535, 2.41728)
O (1.02606, -2.39079, -4.92794)
O (1.14099, 0.92669, -3.34529)
O (-0.80569, 0.07291, 3.75180)
H (-1.32826, 0.50415, 4.44007)
H (-0.43820, -0.71971, 4.18383)

Atoms 1-6, force components in eV/Å:
Y -4.15 -2.72 1.95
V -4.99 -0.92 -1.35
Cl -0.26 1.48 -1.11
Cl 0.53 -1.56 1.71
C 9.80 6.41 0.99
C 6.81 -3.06 -5.50

orbital gap (spin up / spin down)	0.2417 / 0.2787	Eh
max |F|	11.752	eV/Å
spin multiplicity	3
HOMO (spin up / spin down)	-25.34 / -25.34	eV
net charge	+4
LUMO (spin up / spin down)	-18.77 / -17.76	eV


No. 9
C3H2Cl2S | ωB97M-V/def2-TZVPD

CARTESIAN COORDINATES (ANGSTROEM)
S (3.10138, -0.15640, -0.13870)
C (1.57210, 0.27659, 0.26481)
C (0.46110, -0.65690, 0.24506)
C (-0.80588, -0.08022, 0.12844)
Cl (-1.41074, 1.58712, -0.06666)
Cl (-2.05971, -1.25418, -0.05716)
H (1.38186, 1.30026, 0.55379)
H (0.62995, -1.69470, -0.05948)

Atoms 1-6, force components in eV/Å:
S -0.79 0.24 0.25
C 1.31 -1.00 -0.14
C -1.69 3.21 -1.06
C 0.90 -1.63 -0.27
Cl 1.20 -1.62 0.56
Cl -0.41 0.30 -0.02

orbital gap	0.2840	Eh
max |F|	3.784	eV/Å
HOMO	-8.96	eV
SMILES	S=CC=C(Cl)Cl
net charge	0
LUMO	-1.23	eV


No. 10
C3H2Cl3N3O | ωB97M-V/def2-TZVPD

CARTESIAN COORDINATES (ANGSTROEM)
C (-1.24061, -1.30520, -0.08219)
C (-0.80160, -1.19757, -1.34533)
C (0.16480, 1.18416, 1.63288)
N (-2.16570, -0.46183, 0.51842)
N (-1.98232, 0.67033, 0.84295)
N (-0.65667, 1.32049, 0.64443)
O (-0.42942, 1.96049, -0.39553)
Cl (-0.92147, -2.72217, 0.90598)
Cl (-1.18890, 0.08582, -2.45262)
Cl (-0.21968, 0.05615, 2.96337)
H (-0.32834, -2.13259, -1.63221)
H (1.24703, 1.30972, 1.77791)

Atoms 1-6, force components in eV/Å:
C -1.89 -0.05 0.07
C -0.28 -0.61 0.30
C 0.22 -2.39 2.33
N 1.42 -3.61 -1.26
N -0.46 4.79 1.05
N 1.42 0.81 -0.33

orbital gap (spin up / spin down)	0.2786 / 0.2405	Eh
max |F|	4.926	eV/Å
spin multiplicity	3
HOMO (spin up / spin down)	-7.54 / -9.65	eV
net charge	0
LUMO (spin up / spin down)	0.04 / -3.11	eV


No. 11
C3H2ClF2N | ωB97M-V/def2-TZVPD

CARTESIAN COORDINATES (ANGSTROEM)
C (0.87829, -1.85813, 1.08484)
C (0.58293, 0.43280, -0.19138)
C (1.33605, -0.67747, 0.46010)
N (0.55084, -2.85497, 1.54289)
F (0.68892, 0.36798, -1.56697)
F (1.36296, 0.37885, 2.41280)
Cl (2.98615, -0.52778, 0.25895)
H (1.05878, 1.27030, 0.13646)
H (-0.54071, 0.41702, 0.16459)

Atoms 1-6, force components in eV/Å:
C -0.16 0.24 -0.41
C -4.05 -1.98 -0.15
C 1.40 1.79 2.87
N -0.22 -0.47 0.19
F -0.11 -0.33 0.30
F -0.34 -1.30 -2.56

orbital gap (spin up / spin down)	0.3083 / 0.3045	Eh
max |F|	4.509	eV/Å
HOMO (spin up / spin down)	-11.57 / -11.47	eV
net charge	0
LUMO (spin up / spin down)	-3.18 / -3.18	eV


No. 12
C3H2ClFN2S | ωB97M-V/def2-TZVPD

CARTESIAN COORDINATES (ANGSTROEM)
F (1.86622, 1.88436, -0.29515)
C (1.00374, 0.92146, 0.15961)
N (-0.40400, 1.21260, 0.25026)
C (-0.94680, -0.02377, 0.14526)
S (-2.64711, -0.52593, -0.16534)
N (-0.01755, -0.97124, -0.02291)
C (1.21378, -0.37545, -0.07896)
Cl (2.88573, -1.06750, -0.04258)
H (-3.13063, 0.89077, -0.05246)
H (0.17661, -1.94530, 0.10227)

Atoms 1-6, force components in eV/Å:
F -0.93 -0.65 1.59
C -1.91 2.60 -2.20
N 1.32 -2.51 -0.55
C -0.51 1.69 0.00
S -0.09 3.45 0.78
N 3.03 -1.60 -0.17

orbital gap	0.3377	Eh
max |F|	3.903	eV/Å
HOMO	-8.79	eV
SMILES	Fc1nc(S)[nH]c1Cl
net charge	0
LUMO	0.40	eV


No. 13
C3H2ClFS | ωB97M-V/def2-TZVPD

CARTESIAN COORDINATES (ANGSTROEM)
F (1.02825, -0.82483, 0.49030)
C (0.01364, -0.02111, 0.03137)
C (-0.57569, 0.84594, 1.01466)
S (-0.31496, 0.87168, 2.60911)
C (-0.37902, 0.03330, -1.24129)
Cl (0.23483, -0.82131, -2.60057)
H (-1.34749, 1.53310, 0.58663)
H (-1.21312, 0.75689, -1.36371)

Atoms 1-6, force components in eV/Å:
F -1.18 0.75 -0.85
C 1.78 -1.09 0.43
C -1.25 0.79 0.47
S 0.16 -0.08 -0.43
C -0.67 0.64 0.00
Cl -0.25 0.29 0.71

orbital gap	0.2936	Eh
max |F|	2.135	eV/Å
HOMO	-9.16	eV
SMILES	F/C(C=S)=C\Cl
net charge	0
LUMO	-1.17	eV


No. 14
C3H2ClN3 | ωB97M-V/def2-TZVPD

CARTESIAN COORDINATES (ANGSTROEM)
Cl (-2.80592, -0.24950, -0.09094)
C (-1.15133, -0.16724, 0.01877)
C (-0.40189, 1.00550, 0.10100)
N (0.91598, 0.94282, -0.12590)
C (1.44936, -0.30695, -0.14812)
N (0.77115, -1.45860, 0.01782)
N (-0.53549, -1.34080, 0.04502)
H (-0.83686, 2.02954, 0.27942)
H (2.59501, -0.45477, -0.09707)

Atoms 1-6, force components in eV/Å:
Cl -1.66 0.32 0.06
C 2.18 -0.47 0.42
C 0.50 1.21 -0.78
N -0.15 -1.22 0.81
C 1.14 -0.13 0.84
N 0.24 1.58 -0.16

orbital gap	0.3479	Eh
max |F|	2.266	eV/Å
HOMO	-9.83	eV
SMILES	Clc1cncnn1
net charge	0
LUMO	-0.36	eV


No. 15
C3H2ClN3 | ωB97M-V/def2-TZVPD

CARTESIAN COORDINATES (ANGSTROEM)
Cl (-2.19537, -0.01900, -0.10513)
C (-0.47010, 0.06559, 0.07598)
C (0.28591, 1.18848, 0.21601)
N (1.60464, 1.15898, -0.05948)
C (2.14591, -0.01680, -0.18022)
N (1.47470, -1.31536, 0.01073)
N (0.13634, -1.14366, 0.22546)
H (-0.09389, 2.15682, 0.32193)
H (3.13510, -0.15709, -0.44241)

Atoms 1-6, force components in eV/Å:
Cl 0.59 0.35 0.28
C 0.67 -2.01 1.10
C 0.74 0.12 -1.61
N -0.05 -0.59 0.86
C -3.05 -3.52 0.43
N -1.86 4.87 0.80

orbital gap	0.3473	Eh
max |F|	5.275	eV/Å
HOMO	-10.03	eV
SMILES	Clc1cncnn1
net charge	0
LUMO	-0.58	eV


The records above give, respectively, total energy values of -3217.5460 -1117.4331 -516.1212 -508.7029 -815.4909 -1110.9418 -1186.2565 -2317.3603 -1434.0242 -1735.2934 -830.0451 -1183.2128 -1073.7052 -739.9237 -739.9059 hartree.
The records above give, respectively, relative energy (zero: lowest compared OMol25 entry of this formula, charge and spin) values of 380.8 89.8 76.8 426.8 331.0 485.2 352.8 0.0 31.0 0.0 251.7 157.6 14.5 43.1 89.9 kJ/mol.